Entry 1:
A cluster of 8 separate species, C33H54BClN2O10S in total, computed with ωB97M-V/def2-TZVPD.

* E_tot: -82580.824 eV
* orbital gap: 7.40 eV
* net charge: 0
* HOMO level: -8.581 eV

CARTESIAN COORDINATES (ANGSTROEM)
C  2.3385  -3.7166  0.7814
B  1.7961  -2.2433  1.1953
O  2.3459  -1.6708  2.4181
C  0.6841  -1.3662  0.3997
C  -0.8268  -1.7933  0.1684
C  -1.2733  -3.2203  0.7267
C  -2.8448  -3.5190  0.6512
O  -3.4287  -3.1831  1.9501
C  -4.7738  -2.7520  1.8280
O  -5.3869  -2.4962  2.9088
C  -1.7723  -0.8048  -0.5826
C  -1.3100  0.6061  -1.1296
N  -2.3088  1.4224  -1.7677
C  -1.7387  2.6568  -2.1944
C  -0.2421  3.0451  -2.0387
Cl  0.2762  4.6813  -2.7199
N  0.7505  2.2400  -1.4146
C  0.1726  1.0110  -0.9399
C  1.1354  0.0077  -0.1721
S  2.9008  0.5240  0.0718
H  3.2995  -3.6821  0.1354
H  1.5506  -4.4065  0.3203
H  2.6710  -4.2322  1.7676
H  3.3184  -1.8748  2.4583
H  -0.8954  -3.3527  1.8099
H  -0.7373  -4.0307  0.1050
H  -3.3837  -3.0435  -0.2385
H  -2.9890  -4.6645  0.5298
H  -5.2505  -2.6115  0.7903
H  -2.8813  -1.0822  -0.7302
H  -2.4383  3.4219  -2.6929
H  3.7023  -0.0470  -0.9075
C  -4.6971  -1.9295  8.3455
C  -4.5278  -1.0377  7.1438
O  -4.0509  0.0786  7.2472
C  -4.9707  -1.5793  5.8110
H  -4.3360  -1.4096  9.2359
H  -5.7534  -2.1694  8.4844
H  -4.1150  -2.8443  8.2142
H  -6.0391  -1.8031  5.8381
H  -4.4017  -2.4786  5.5666
H  -4.7898  -0.8303  5.0374
C  -1.1774  -0.6554  6.3139
C  0.0706  -1.4488  6.0321
O  0.4222  -2.3570  6.7653
C  0.8676  -1.0772  4.8101
H  -1.6487  -1.0327  7.2237
H  -0.9241  0.3965  6.4618
H  -1.8810  -0.7621  5.4853
H  1.2124  -0.0441  4.8912
H  0.2556  -1.2030  3.9148
H  1.7374  -1.7309  4.7332
C  -7.2627  -2.2302  -2.7766
C  -6.3456  -3.1517  -2.0191
O  -5.2137  -2.8107  -1.7163
C  -6.8778  -4.5102  -1.6495
H  -6.7466  -1.2880  -2.9746
H  -7.5409  -2.6842  -3.7301
H  -8.1546  -2.0224  -2.1817
H  -7.1389  -5.0654  -2.5529
H  -7.7527  -4.4037  -1.0045
H  -6.1087  -5.0654  -1.1074
C  6.3561  -1.1592  0.2637
C  6.3022  -2.1065  1.4323
O  5.2782  -2.7045  1.7157
C  7.5608  -2.2864  2.2377
H  5.3793  -1.1297  -0.2225
H  6.6046  -0.1544  0.6122
H  7.0975  -1.5033  -0.4608
H  7.8633  -1.3314  2.6726
H  8.3558  -2.6814  1.6015
H  7.3745  -2.9962  3.0467
C  2.8451  9.1906  -2.6350
C  3.7672  8.2756  -1.8737
O  4.8945  8.6226  -1.5713
C  3.2416  6.9145  -1.5014
H  3.3563  10.1350  -2.8348
H  2.5704  8.7330  -3.5881
H  1.9514  9.3953  -2.0414
H  2.9846  6.3555  -2.4039
H  2.3656  7.0177  -0.8574
H  4.0131  6.3650  -0.9572
C  -3.0208  -2.9204  -3.9679
C  -1.5335  -3.0294  -3.7579
O  -1.0622  -3.1906  -2.6471
C  -0.6518  -2.9305  -4.9744
H  -3.5304  -3.0088  -3.0053
H  -3.2638  -1.9491  -4.4048
H  -3.3635  -3.7266  -4.6210
H  -0.7901  -1.9600  -5.4559
H  -0.8893  -3.7365  -5.6721
H  0.3937  -3.0256  -4.6724
C  5.7724  7.2229  -4.8528
C  5.0632  7.0709  -6.1723
O  4.5973  8.0331  -6.7547
C  4.9520  5.6819  -6.7436
H  5.7768  8.2762  -4.5633
H  5.2506  6.6504  -4.0827
H  6.8056  6.8812  -4.9446
H  4.3945  5.0409  -6.0571
H  5.9488  5.2714  -6.9193
H  4.4178  5.7237  -7.6954

---

Entry 2:
A structure of composition C6H10O, computed with ωB97M-V/def2-TZVPD.

* energy above the lowest of the compared OMol25 structures with the same formula, charge and spin: 61.6 kcal/mol
* E_tot: -8428.568 eV
* orbital gap: 10.19 eV
* net charge: 0
* HOMO level: -9.105 eV

CARTESIAN COORDINATES (ANGSTROEM)
C  1.7827  -0.6311  -0.1359
C  0.7402  0.3041  0.4482
C  0.0019  1.3040  -0.4838
C  -1.3337  0.9264  0.2058
O  -2.1432  0.0235  -0.5717
C  -1.3007  -1.0756  -0.1999
C  -0.6257  -0.2441  0.9249
H  2.0980  -1.3799  0.5996
H  2.6653  -0.0637  -0.4475
H  1.3995  -1.1616  -1.0147
H  1.1782  0.8553  1.2852
H  0.3293  2.3458  -0.4125
H  -0.0164  1.0104  -1.5392
H  -1.9107  1.7304  0.6833
H  -0.5094  -1.4541  -1.0278
H  -1.5925  -2.0893  -0.3932
H  -0.7542  -0.4475  1.9959

---

Entry 3:
An isolated molecule of C8H12, computed with ωB97M-V/def2-TZVPD.

* energy above the lowest of the compared OMol25 structures with the same formula, charge and spin: 103.5 kcal/mol
* E_tot: -8485.094 eV
* orbital gap: 9.31 eV
* net charge: 0
* HOMO level: -9.449 eV

CARTESIAN COORDINATES (ANGSTROEM)
C  1.9304  1.7697  -1.6095
C  1.0170  0.9630  -1.1485
C  -0.4726  0.4817  -1.2825
C  1.3119  -0.2201  -0.0465
C  -0.1336  -0.4712  0.0775
C  -1.4057  1.6845  -1.0133
C  1.8516  0.2713  1.3174
C  -0.6567  -1.9091  0.1033
H  -0.5144  -0.2488  -2.1453
H  2.0200  -0.9310  -0.5000
H  -0.4811  -0.0340  0.9379
H  -1.1240  2.3982  -1.7618
H  -1.2920  2.0016  -0.0074
H  -2.4953  1.3983  -1.1946
H  1.1198  1.0551  1.6577
H  2.9628  0.5837  1.3002
H  1.8602  -0.5845  1.9161
H  -0.7166  -2.3019  -0.9225
H  -1.7215  -1.8102  0.4108
H  -0.0733  -2.5943  0.7224

---

Entry 4:
A cluster of 2 separate species, ClN2O3P in total, computed with ωB97M-V/def2-TZVPD.

* energy above the lowest of the compared OMol25 structures with the same formula, charge and spin: 0.1 kcal/mol
* E_tot: -30929.164 eV
* orbital gap (spin up / spin down): 8.50 / 8.50 eV
* net charge: 0
* HOMO level (spin up / spin down): -10.421 / -10.421 eV

CARTESIAN COORDINATES (ANGSTROEM)
N  -1.3297  -0.0097  -0.6233
N  -0.6338  0.9197  -0.8172
O  -2.3255  -0.5208  -1.0034
O  0.4615  1.3338  -0.4799
O  1.0438  -1.2312  -0.1327
P  1.8470  -0.3220  0.6428
Cl  0.9367  -0.1699  2.4137

---

Entry 5:
A structure of composition C4H4AlO, computed with ωB97M-V/def2-TZVPD.

* energy above the lowest of the compared OMol25 structures with the same formula, charge and spin: 27.6 kcal/mol
* E_tot: -12844.811 eV
* orbital gap: 5.32 eV
* net charge: +1
* HOMO level: -12.404 eV

CARTESIAN COORDINATES (ANGSTROEM)
O  1.8244  -0.0584  -0.2340
C  0.5941  0.0097  -0.6404
C  -0.2883  1.0047  -0.3326
C  -1.6529  0.7295  -0.0381
C  -2.6998  0.3575  0.4681
H  0.1727  -0.9164  -1.0683
H  0.0993  2.0012  -0.1029
H  -3.6941  0.2542  0.8641
Al  2.8200  -0.9768  0.2164
H  2.8247  -2.4052  0.8678

---

Entry 6:
A structure of composition C10H17NNdO, computed with ωB97M-V/def2-TZVPD.

* multiplicity: 4
* ⟨S²⟩: 3.76
* E_tot: -29458.758 eV
* orbital gap (spin up / spin down): 5.13 / 5.16 eV
* net charge: -1
* HOMO level (spin up / spin down): -2.216 / -2.250 eV

CARTESIAN COORDINATES (ANGSTROEM)
C  -1.2293  1.5871  -2.9681
C  0.1680  1.3019  -3.1808
C  0.8892  2.2308  -2.3699
C  -0.0265  3.0485  -1.6698
C  -1.3463  2.7108  -2.0705
Nd  -0.2613  0.7589  -0.3945
N  -1.6118  -0.9613  -0.3294
C  -0.4492  -2.5457  -0.8634
C  0.6436  -2.0149  -1.4939
H  1.9714  2.2193  -2.2743
H  0.5852  0.6112  -3.9587
H  0.2109  3.7293  -0.8554
H  -2.3274  3.0535  -1.6594
H  -2.0406  1.1332  -3.5806
H  0.5309  -1.5373  -2.4938
H  -1.2941  -2.9436  -1.5064
H  -2.6358  -1.4065  -0.2931
H  1.5975  -1.8141  -0.9627
H  -0.3897  -2.8526  0.1922
C  -0.6185  -0.6328  3.3110
C  0.7226  -0.0017  2.8696
C  1.8458  -1.0096  2.7741
O  0.5371  0.6847  1.6568
H  -1.0137  -1.3042  2.5042
H  -1.3772  0.1518  3.4878
H  -0.4637  -1.1986  4.2498
H  0.9901  0.7628  3.6160
H  1.6139  -1.7937  2.0250
H  2.7736  -0.5127  2.4794
H  2.0055  -1.4545  3.7588

---

Entry 7:
An isolated molecule of CH9N5S, computed with ωB97M-V/def2-TZVPD.

* energy above the lowest of the compared OMol25 structures with the same formula, charge and spin: 0.0 kcal/mol
* E_tot: -19463.421 eV
* orbital gap: 8.73 eV
* net charge: 0
* HOMO level: -7.803 eV

CARTESIAN COORDINATES (ANGSTROEM)
C  0.8233  -1.4643  -0.1765
N  1.1835  -0.1500  -0.5991
N  0.2116  0.3946  -1.4458
N  -0.4164  1.5549  -1.0151
N  -1.3959  1.5455  -0.1406
N  -1.1225  1.3556  1.3092
S  -1.5046  -0.1522  1.9886
H  0.4901  -1.9800  -1.0752
H  1.6737  -1.9374  0.2767
H  0.1072  -1.2925  0.5781
H  2.1643  -0.1462  -0.9261
H  -0.4633  -0.2687  -1.7951
H  0.0211  2.4756  -1.4590
H  -2.2003  0.8521  -0.3545
H  -0.1494  1.6386  1.5270
H  -2.2725  0.3028  3.0173

---

Entry 8:
A structure of composition C18H46F12N6O12S4, computed with ωB97M-V/def2-TZVPD.

* E_tot: -128854.659 eV
* orbital gap: 3.97 eV
* net charge: 0
* HOMO level: -4.888 eV

CARTESIAN COORDINATES (ANGSTROEM)
N  -2.7551  3.0328  17.4700
H  -2.3508  3.9402  17.2879
H  -2.9216  2.6149  16.5657
H  -3.5884  3.1628  18.0258
H  -2.0671  2.4856  17.9673
N  -7.2702  3.3744  15.2745
H  -6.7285  2.5876  14.9466
H  -7.1861  3.5203  16.2704
H  -8.2385  3.2005  15.0459
H  -6.9763  4.1902  14.7566
C  -1.4712  6.9205  8.7894
N  -2.7377  6.6846  7.8796
C  -4.0013  7.4484  8.4786
C  -2.2310  7.1587  6.5100
C  -3.0528  5.1478  7.7365
C  -3.8698  4.5096  8.9210
O  -3.2134  4.8026  10.1681
H  -0.6150  6.4656  8.2912
H  -1.5338  6.4019  9.7460
H  -1.4014  7.9968  8.9469
H  -4.2415  7.1544  9.5004
H  -4.8613  7.5891  7.8238
H  -3.7725  8.5051  8.6166
H  -3.0148  7.1816  5.7529
H  -1.4108  6.4711  6.3037
H  -1.7768  8.1483  6.5604
H  -2.0861  4.6490  7.6676
H  -3.4920  5.0524  6.7435
H  -3.7959  3.4268  8.8202
H  -4.9417  4.7066  8.9388
H  -3.2601  4.0346  10.7422
C  -13.5625  9.6052  22.7728
N  -12.1138  9.3487  23.1829
C  -11.1795  10.2044  22.3043
C  -11.8060  9.8445  24.7036
C  -11.7728  7.8832  23.0976
C  -11.3964  7.3442  21.7113
O  -10.0589  7.6578  21.3401
H  -14.1558  9.0027  23.4606
H  -13.7060  9.2478  21.7531
H  -13.9066  10.6306  22.9074
H  -10.1210  9.9612  22.3971
H  -11.2964  11.2351  22.6392
H  -11.5503  10.1073  21.2839
H  -10.7208  9.8910  24.7957
H  -12.2466  9.1172  25.3854
H  -12.1387  10.8697  24.8661
H  -12.5124  7.2676  23.6095
H  -10.8316  7.8375  23.6454
H  -12.0783  7.6358  20.9125
H  -11.5356  6.2683  21.8170
H  -9.6831  6.9063  20.8757
C  -2.8610  8.8030  16.7388
F  -3.9052  9.5084  16.2464
F  -1.9309  9.5882  17.2732
F  -3.4264  7.9836  17.7364
S  -2.3036  7.6863  15.1502
O  -3.5841  6.9873  14.8549
O  -1.8521  8.5564  14.1080
N  -1.0711  6.7501  16.0045
S  0.2395  7.3199  15.5170
O  0.6635  7.0539  14.1598
O  0.4278  8.7524  15.9233
C  1.5304  6.3216  16.5565
F  1.2952  6.3811  17.7997
F  1.6775  5.0892  16.0660
F  2.7181  6.8830  16.4536
C  -12.7874  5.3332  12.8249
F  -13.7567  6.3244  12.8861
F  -13.3353  4.2394  12.2633
F  -11.7143  5.6710  12.1828
S  -12.2364  4.9883  14.5849
O  -11.0956  5.8991  14.7708
O  -13.4784  5.3141  15.3561
N  -11.7329  3.3298  14.5068
S  -12.8244  2.4762  15.2320
O  -12.8694  2.5583  16.7004
O  -14.1439  2.6718  14.6168
C  -12.2689  0.5823  14.9200
F  -11.6797  0.4391  13.7957
F  -11.4945  0.1225  15.9672
F  -13.4168  -0.0959  14.9635
C  -7.3760  1.9026  22.3875
C  -7.3417  1.9057  20.8137
O  -6.8818  2.9963  20.0774
H  -7.6152  0.9613  22.8824
H  -8.2492  2.4994  22.6513
H  -6.4332  2.1869  22.8549
H  -8.3339  1.6203  20.4642
H  -6.8386  0.9887  20.5069
C  -5.8566  -1.9037  14.2640
C  -4.4838  -1.4165  14.0782
O  -4.2201  -0.0372  13.9794
H  -6.4036  -1.4653  13.4294
H  -6.3752  -1.4295  15.0972
H  -6.0287  -2.9781  14.3284
H  -4.1366  -1.7683  13.1067
H  -3.7869  -1.8414  14.8006

---

Entry 9:
A cluster of 2 separate species, C5H12NSe in total, computed with ωB97M-V/def2-TZVPD.

* energy above the lowest of the compared OMol25 structures with the same formula, charge and spin: 43.1 kcal/mol
* E_tot: -72206.311 eV
* orbital gap: 9.21 eV
* net charge: +1
* HOMO level: -12.637 eV

CARTESIAN COORDINATES (ANGSTROEM)
C  0.4794  1.8805  0.3631
C  0.5495  0.3968  0.7098
C  0.0033  1.8723  -1.0641
C  -0.0560  -0.3587  -0.5118
C  -0.2165  -2.8274  1.2209
N  -0.8800  0.6397  -1.2875
Se  -1.1486  -1.9798  -0.2846
H  -0.2246  2.2984  0.9597
H  1.5168  2.3023  0.3202
H  1.4337  -0.1581  0.8725
H  -0.0779  0.0553  1.5576
H  -0.5213  2.7694  -1.4015
H  0.8474  1.5926  -1.6258
H  1.2262  -0.5873  -1.4037
H  0.8710  -2.9810  1.0190
H  -0.4774  -2.2540  2.2054
H  -0.3629  -3.8987  1.4142
H  -1.8003  0.7584  -0.8084
H  -1.1617  0.4792  -2.2550

---

Entry 10:
The ion C6H9O with charge +1, computed with ωB97M-V/def2-TZVPD.

* energy above the lowest of the compared OMol25 structures with the same formula, charge and spin: 68.1 kcal/mol
* E_tot: -8403.907 eV
* orbital gap (spin up / spin down): 8.42 / 8.42 eV
* net charge: +1
* HOMO level (spin up / spin down): -13.958 / -13.958 eV

CARTESIAN COORDINATES (ANGSTROEM)
C  1.7783  -0.8782  0.3889
C  1.4605  0.1804  -0.3462
C  -1.8633  1.4407  -1.2310
C  -0.6401  0.8927  -1.1952
C  0.5188  -1.4292  1.0235
C  -0.2871  -0.2982  1.4672
O  0.1542  0.8372  -0.1115
H  2.6345  -1.3115  0.0781
H  2.0770  0.7578  -0.9596
H  -2.3935  1.4519  -2.0952
H  -2.4309  1.6665  -0.3726
H  -0.2640  0.6053  -2.1977
H  0.0295  -1.9498  0.1974
H  0.5415  -2.1359  1.9118
H  -1.3694  -0.3139  1.3530
H  0.0538  0.4839  2.0889

---

Entry 11:
An isolated molecule of C2H3NO2, computed with ωB97M-V/def2-TZVPD.

* energy above the lowest of the compared OMol25 structures with the same formula, charge and spin: 180.3 kcal/mol
* E_tot: -7700.025 eV
* orbital gap (spin up / spin down): 8.45 / 8.44 eV
* net charge: 0
* HOMO level (spin up / spin down): -9.509 / -9.561 eV

CARTESIAN COORDINATES (ANGSTROEM)
C  -0.7169  1.1969  -0.1645
C  0.3048  0.1319  -0.4476
N  0.1693  -1.2338  1.5288
O  0.8498  -0.3292  0.7877
O  -0.8979  -1.6178  1.1257
H  -0.7110  2.0355  -0.9926
H  -0.2115  -0.7571  -0.7725
H  1.2134  0.5734  -1.0650

---

Entry 12:
An isolated molecule of C4H5NO, computed with ωB97M-V/def2-TZVPD.

* energy above the lowest of the compared OMol25 structures with the same formula, charge and spin: 34.3 kcal/mol
* E_tot: -7765.040 eV
* orbital gap: 9.92 eV
* net charge: 0
* HOMO level: -9.002 eV

CARTESIAN COORDINATES (ANGSTROEM)
N  -0.4586  0.4465  -1.8662
C  -0.0947  0.0202  -0.7219
C  -1.0973  0.3410  0.3398
O  -0.3915  0.2928  1.5937
C  0.7956  -0.2908  1.3117
C  1.0546  -0.5362  0.0099
H  -1.4734  1.2926  -0.0487
H  0.1190  0.2282  -2.6637
H  -1.9159  -0.3808  0.3954
H  1.4225  -0.4744  2.1831
H  1.9910  -0.9195  -0.3753

---

| no. | strongest force on any atom (eV Å⁻¹) |
| --- | --- |
| 1 | 5.78 |
| 2 | 3.31 |
| 3 | 4.33 |
| 4 | 2.39 |
| 5 | 13.09 |
| 6 | 3.75 |
| 7 | 3.75 |
| 8 | 7.15 |
| 9 | 4.49 |
| 10 | 4.41 |
| 11 | 2.55 |
| 12 | 1.36 |